Record 1
Computed, not measured: C32H32AsF6N2O5ReS2 as an isolated structure, with ωB97M-V with the def2-TZVPD basis set.

expectation value of S²	3.815
gap between HOMO and LUMO (spin up / spin down)	8.21 / 7.38	eV
E	-147857.3517	eV
E_HOMO (spin up / spin down)	-11.26 / -11.37	eV

```
! wB97M-V def2-TZVPD RIJCOSX def2/J DEFGRID3
* xyz 1 4
Re 1.199 0.092 0.405
F 2.824 1.335 2.827
C 2.032 1.969 3.693
F 2.458 3.210 3.841
F 2.067 1.342 4.851
S 0.266 1.992 3.065
O 0.150 0.799 2.182
O -0.558 1.975 4.216
N 0.119 3.298 2.222
S 0.362 3.289 0.663
O -0.822 3.244 -0.133
O 1.441 2.350 0.276
C 1.146 4.949 0.437
F 0.247 5.889 0.655
F 2.161 5.085 1.271
F 1.580 5.016 -0.814
C 1.701 -0.359 -3.288
C 3.201 -0.333 -2.989
C 3.653 1.020 -2.439
C 3.685 -1.514 -2.169
C 4.573 -2.404 -2.762
C 5.061 -3.504 -2.076
C 4.669 -3.737 -0.768
C 3.792 -2.881 -0.111
C 3.413 -3.206 1.323
C 1.929 -3.527 1.517
C 3.914 -2.172 2.330
C 3.319 -1.778 -0.840
N 2.436 -0.899 -0.202
H 1.462 0.407 -4.027
H 1.087 -0.159 -2.408
H 1.392 -1.324 -3.692
H 3.701 -0.452 -3.954
H 3.186 1.266 -1.484
H 3.390 1.811 -3.142
H 4.733 1.047 -2.291
H 4.882 -2.229 -3.784
H 5.747 -4.183 -2.563
H 5.050 -4.601 -0.238
H 3.950 -4.133 1.542
H 1.298 -2.635 1.466
H 1.772 -3.973 2.500
H 1.572 -4.233 0.766
H 3.414 -1.209 2.220
H 4.985 -2.000 2.220
H 3.731 -2.523 3.347
O -0.609 0.173 -0.439
As -2.293 0.291 -0.137
C -2.916 -1.488 -0.399
C -4.226 -1.811 -0.054
C -4.699 -3.090 -0.300
C -3.867 -4.038 -0.881
C -2.563 -3.711 -1.222
C -2.082 -2.431 -0.988
C -2.957 1.470 -1.461
C -4.291 1.864 -1.411
C -4.794 2.670 -2.420
C -3.970 3.072 -3.463
C -2.642 2.673 -3.504
C -2.126 1.866 -2.501
C -2.851 0.864 1.579
C -2.982 -0.093 2.585
C -3.453 0.296 3.828
C -3.787 1.623 4.056
C -3.651 2.571 3.053
C -3.179 2.198 1.803
H -4.876 -1.082 0.414
H -5.715 -3.347 -0.034
H -4.239 -5.036 -1.068
H -1.918 -4.452 -1.676
H -1.067 -2.172 -1.264
H -4.938 1.560 -0.597
H -5.828 2.986 -2.390
H -4.366 3.703 -4.247
H -2.005 2.994 -4.317
H -1.089 1.558 -2.522
H -2.724 -1.129 2.404
H -3.552 -0.435 4.618
H -4.149 1.923 5.030
H -3.907 3.605 3.242
H -3.061 2.937 1.021
*
```



Record 2
Computed, not measured: C32H32AsMgN5O4S2 as an isolated structure at a distorted geometry, with ωB97M-V with the def2-TZVPD basis set.

gap between HOMO and LUMO	7.01	eV
E	-137301.6025	eV
E_HOMO	-7.75	eV

```
! wB97M-V def2-TZVPD RIJCOSX def2/J DEFGRID3
* xyz 0 1
Mg 0.222 0.525 0.041
O -2.176 4.193 -0.523
C -2.449 4.274 0.785
C -3.486 5.119 1.189
C -3.817 5.226 2.523
C -3.123 4.502 3.493
C -2.093 3.674 3.105
C -1.735 3.550 1.758
C -0.649 2.643 1.361
O -0.365 2.462 0.125
N 0.036 2.043 2.353
N 0.828 1.106 1.829
C 1.837 0.564 2.394
C 2.593 -0.344 1.535
C 3.851 -0.829 1.886
C 4.577 -1.547 0.952
C 4.026 -1.778 -0.302
C 2.748 -1.308 -0.555
N 2.049 -0.609 0.332
H -1.459 3.533 -0.635
H -4.016 5.680 0.432
H -4.632 5.875 2.819
H -3.387 4.600 4.537
H -1.526 3.101 3.825
H 2.188 0.816 3.392
H 4.255 -0.612 2.866
H 5.571 -1.902 1.190
H 4.572 -2.309 -1.067
H 2.256 -1.492 -1.503
O 0.792 -0.066 -4.278
C -0.523 0.013 -4.563
C -0.903 -0.034 -5.905
C -2.233 0.056 -6.259
C -3.216 0.169 -5.280
C -2.853 0.201 -3.950
C -1.510 0.135 -3.567
C -1.138 0.169 -2.134
O 0.118 0.197 -1.803
N -2.131 0.145 -1.279
N -1.770 0.088 0.061
C -2.787 0.161 0.840
S -4.399 0.298 0.148
C -5.214 0.480 1.770
C -4.445 -0.342 2.777
S -2.684 0.093 2.581
H 0.863 0.028 -3.303
H -0.125 -0.143 -6.649
H -2.512 0.042 -7.305
H -4.260 0.222 -5.559
H -3.598 0.288 -3.172
H -6.243 0.138 1.660
H -5.212 1.536 2.042
H -4.561 -1.410 2.595
H -4.732 -0.111 3.801
C 0.266 -4.654 -0.572
As -0.422 -2.822 -0.305
C -0.450 -2.942 1.656
C -2.329 -3.202 -0.741
C -2.958 -4.403 -0.121
C -3.437 -4.357 1.189
C -4.087 -5.444 1.753
C -4.279 -6.603 1.016
C -3.800 -6.668 -0.285
C -3.141 -5.582 -0.842
H -0.355 -5.391 -0.062
H 1.281 -4.718 -0.179
H 0.298 -4.897 -1.635
H -0.929 -3.864 1.986
H -0.967 -2.088 2.091
H 0.579 -2.937 2.020
H -2.353 -3.276 -1.831
H -2.888 -2.308 -0.471
H -3.313 -3.448 1.768
H -4.463 -5.374 2.766
H -4.802 -7.445 1.449
H -3.957 -7.559 -0.879
H -2.782 -5.639 -1.863
*
```



Record 3
Computed, not measured: a 6-piece molecular cluster, C32H32BN6O13PS overall, with ωB97M-V with the def2-TZVPD basis set.

gap between HOMO and LUMO	9.01	eV
SMILES	O=[N+]([O-])c1ccccc1.O=[N+]([O-])c1ccccc1.O=[N+]([O-])c1ccccc1.O=[N+]([O-])c1ccccc1.O=[N+]([O-])c1ccccc1.N=P(O)(O)B(S)CC=O
E	-90049.6855	eV
E_HOMO	-9.78	eV

```
! wB97M-V def2-TZVPD RIJCOSX def2/J DEFGRID3
* xyz 0 1
N -1.794 1.976 1.649
P -2.192 2.091 0.162
O -1.254 3.117 -0.675
O -1.923 0.695 -0.603
B -4.032 2.606 0.003
S -4.482 4.357 0.105
C -5.166 1.511 -0.117
C -6.208 2.000 -1.084
O -6.096 1.889 -2.287
H -2.537 2.255 2.282
H -1.606 3.295 -1.560
H -1.477 0.818 -1.453
H -3.438 4.869 -0.556
H -4.708 0.595 -0.509
H -5.616 1.304 0.862
H -7.092 2.494 -0.640
C -8.608 -0.076 -2.718
C -9.421 0.968 -3.141
C -10.800 0.851 -3.066
C -11.337 -0.319 -2.563
C -10.550 -1.373 -2.139
C -9.173 -1.244 -2.220
N -12.803 -0.445 -2.467
O -13.474 0.485 -2.864
O -13.251 -1.470 -1.997
H -7.535 0.024 -2.780
H -8.975 1.874 -3.528
H -11.447 1.651 -3.391
H -11.006 -2.273 -1.753
H -8.539 -2.057 -1.892
C 0.946 -0.134 0.764
C 2.249 0.028 1.219
C 3.279 -0.707 0.656
C 2.980 -1.598 -0.359
C 1.693 -1.784 -0.825
C 0.674 -1.038 -0.257
N 4.072 -2.364 -0.979
O 5.199 -2.195 -0.560
O 3.784 -3.116 -1.889
H 0.142 0.443 1.206
H 2.462 0.732 2.013
H 4.296 -0.591 0.994
H 1.495 -2.489 -1.619
H -0.341 -1.172 -0.600
C 2.675 2.962 5.406
C 2.377 1.606 5.335
C 1.074 1.187 5.109
C 0.088 2.148 4.957
C 0.360 3.499 5.025
C 1.665 3.903 5.254
N -1.297 1.720 4.700
O -1.527 0.531 4.654
O -2.132 2.592 4.545
H 3.694 3.280 5.578
H 3.163 0.873 5.456
H 0.825 0.139 5.052
H -0.434 4.220 4.899
H 1.896 4.957 5.310
C 8.537 -1.765 3.957
C 7.674 -1.332 2.959
C 6.855 -0.235 3.176
C 6.923 0.407 4.397
C 7.773 -0.007 5.406
C 8.585 -1.105 5.177
N 6.067 1.582 4.636
O 5.296 1.927 3.761
O 6.174 2.146 5.707
H 9.177 -2.620 3.781
H 7.639 -1.847 2.009
H 6.181 0.117 2.412
H 7.798 0.519 6.348
H 9.256 -1.445 5.954
C 5.533 -4.545 -6.428
C 4.774 -4.357 -7.577
C 3.716 -3.463 -7.573
C 3.444 -2.770 -6.408
C 4.184 -2.941 -5.254
C 5.237 -3.841 -5.269
N 2.326 -1.808 -6.397
O 1.675 -1.688 -7.414
O 2.120 -1.194 -5.369
H 6.359 -5.243 -6.438
H 5.005 -4.907 -8.478
H 3.113 -3.306 -8.455
H 3.943 -2.391 -4.358
H 5.822 -3.989 -4.372
*
```



Record 4
Computed, not measured: C32H32BaF6N8OS as an isolated structure at a distorted geometry, with ωB97M-V with the def2-TZVPD basis set.

gap between HOMO and LUMO (spin up / spin down)	5.96 / 5.92	eV
E	-75506.5182	eV
E_HOMO (spin up / spin down)	-6.24 / -6.20	eV

```
! wB97M-V def2-TZVPD RIJCOSX def2/J DEFGRID3
* xyz 0 1
Ba 0.919 0.966 -0.082
C 0.343 5.259 1.675
C -0.222 4.575 0.471
C 0.553 4.443 -0.683
C -0.018 4.009 -1.872
C 0.805 3.913 -3.110
C -1.333 3.563 -1.860
C -2.115 3.631 -0.719
C -3.492 3.022 -0.653
C -1.511 4.092 0.455
H 0.861 6.157 1.369
H 1.043 4.640 2.219
H -0.469 5.519 2.372
H 1.587 4.710 -0.652
H 1.708 3.274 -2.924
H 1.175 4.906 -3.409
H 0.226 3.458 -3.917
H -1.781 3.179 -2.783
H -4.212 3.794 -0.432
H -3.561 2.253 0.118
H -3.762 2.655 -1.659
H -2.095 4.107 1.393
S -1.979 0.435 2.012
C -2.490 -1.128 1.453
N -2.858 -2.186 2.181
N -2.703 -2.073 3.500
C -2.884 -3.049 4.397
C -2.790 -2.834 5.805
C -3.128 -3.808 6.728
C -3.533 -5.072 6.305
C -3.502 -5.379 4.945
C -3.167 -4.402 4.006
N -2.550 -1.406 0.133
N -2.191 -0.436 -0.686
C -2.578 -0.695 -2.007
C -3.215 -1.932 -2.301
C -3.482 -2.304 -3.626
C -3.082 -1.443 -4.654
C -2.516 -0.210 -4.353
C -2.314 0.202 -3.040
H -2.399 -1.170 3.890
H -2.561 -1.821 6.185
H -3.191 -3.523 7.784
H -3.839 -5.785 7.081
H -3.757 -6.352 4.599
H -3.079 -4.621 2.938
H -3.272 -2.624 -1.447
H -4.041 -3.198 -3.863
H -3.229 -1.698 -5.691
H -2.313 0.462 -5.168
H -1.901 1.185 -2.741
N 3.187 -2.009 -3.547
C 2.772 -1.144 -4.553
C 1.861 -0.288 -3.996
N 1.634 -0.593 -2.695
C 2.445 -1.654 -2.440
C 2.410 -2.449 -1.276
N 1.619 -2.190 -0.236
C 1.872 -3.124 0.690
C 2.833 -4.007 0.218
N 3.174 -3.575 -1.036
H 3.870 -2.781 -3.539
H 3.075 -1.210 -5.601
H 1.347 0.552 -4.435
H 1.289 -3.192 1.601
H 3.274 -4.914 0.679
H 3.710 -4.061 -1.798
C 5.488 1.042 0.062
C 4.075 1.135 0.635
O 3.154 0.796 -0.331
C 3.782 0.137 1.803
F 4.457 0.395 2.942
F 4.163 -1.118 1.418
F 2.372 -0.051 2.029
C 3.748 2.629 0.979
F 4.527 3.139 1.934
F 3.992 3.398 -0.136
F 2.350 2.837 1.252
H 5.668 -0.003 -0.183
H 6.249 1.445 0.746
H 5.494 1.603 -0.870
*
```



Record 5
Computed, not measured: C32H32BrN6O3S7Tl as an isolated structure, with ωB97M-V with the def2-TZVPD basis set.

gap between HOMO and LUMO	4.27	eV
E	-199370.1995	eV
E_HOMO	-0.83	eV

```
! wB97M-V def2-TZVPD RIJCOSX def2/J DEFGRID3
* xyz -2 1
Tl 0.090 0.252 -0.740
S -3.968 5.077 -5.750
C -3.107 4.102 -4.680
S -1.409 4.094 -4.535
C -1.209 2.889 -3.276
C -2.378 2.361 -2.810
S -2.660 1.155 -1.580
S -3.814 2.993 -3.596
S 0.435 2.543 -2.804
C -2.408 2.857 1.949
N -1.103 3.276 1.480
C -0.909 4.001 0.318
C 0.410 4.075 0.106
N 1.026 3.371 1.138
C 0.077 2.875 2.006
S 0.330 2.153 3.508
C 2.368 2.928 1.058
C 3.396 3.814 0.755
C 4.670 3.290 0.633
C 4.868 1.924 0.800
C 3.761 1.138 1.085
N 2.539 1.636 1.218
H -3.101 3.693 1.870
H -2.316 2.541 2.985
H -2.757 2.039 1.324
H -1.731 4.334 -0.289
H 0.958 4.455 -0.735
H 3.196 4.871 0.644
H 5.504 3.943 0.408
H 5.845 1.477 0.677
H 3.845 0.058 1.147
O -8.351 -1.658 1.574
C -7.674 -1.552 2.813
N -6.286 -1.903 2.730
C -5.325 -0.931 2.558
O -5.590 0.254 2.581
C -3.944 -1.450 2.337
C -3.446 -2.564 3.008
C -2.152 -2.980 2.749
C -1.432 -2.266 1.801
N -1.897 -1.217 1.149
C -3.127 -0.800 1.417
H -7.951 -1.021 0.969
H -8.191 -2.235 3.487
H -7.720 -0.536 3.204
H -6.052 -2.839 2.443
H -4.050 -3.073 3.751
H -1.698 -3.813 3.267
H -0.411 -2.524 1.555
H -3.489 0.052 0.855
Br 6.553 -0.205 -4.934
C 5.112 -0.181 -3.694
C 4.708 -1.362 -3.098
C 3.658 -1.284 -2.194
N 3.058 -0.147 -1.863
C 3.461 0.970 -2.453
C 4.484 1.010 -3.396
H 5.179 -2.306 -3.330
H 3.265 -2.185 -1.735
H 2.945 1.882 -2.171
H 4.755 1.938 -3.878
C 0.641 -4.066 -3.815
C 0.968 -2.813 -4.325
C 0.740 -1.669 -3.569
C 0.184 -1.696 -2.281
C -0.144 -2.977 -1.816
C 0.075 -4.143 -2.550
H 0.818 -4.964 -4.398
H 1.408 -2.733 -5.316
H 1.005 -0.706 -4.006
H -0.599 -3.088 -0.830
H -0.195 -5.112 -2.137
C 2.462 -2.671 1.671
S 1.633 -2.085 3.165
C 3.053 -1.327 3.946
O 1.324 -3.311 3.974
H 2.761 -3.697 1.885
H 3.326 -2.055 1.431
H 1.762 -2.641 0.835
H 3.773 -2.113 4.177
H 2.696 -0.852 4.857
H 3.474 -0.569 3.291
*
```



Record 6
Computed, not measured: a 2-piece molecular cluster, C32H32N4O overall at a distorted geometry, with ωB97M-V with the def2-TZVPD basis set.

gap between HOMO and LUMO	3.68	eV
E	-41708.6205	eV
E_HOMO	-5.62	eV

```
! wB97M-V def2-TZVPD RIJCOSX def2/J DEFGRID3
* xyz 0 1
C 2.543 3.241 2.349
N 2.212 2.468 1.177
C 2.992 2.509 0.049
O 3.976 3.226 -0.112
C 2.443 1.480 -0.932
C 3.521 0.457 -1.280
C 4.001 -0.231 -0.022
C 5.036 0.318 0.744
C 5.463 -0.314 1.912
C 4.851 -1.506 2.319
C 3.816 -2.059 1.557
C 3.399 -1.423 0.386
N 1.308 0.917 -0.197
C 0.398 0.099 -0.760
C -0.649 -0.481 -0.050
C -1.767 -1.032 -0.658
C -2.904 -1.554 0.052
C -4.132 -1.793 -0.624
C -5.249 -2.271 0.052
C -5.177 -2.547 1.428
C -3.975 -2.324 2.116
C -2.855 -1.835 1.446
C 1.135 1.489 1.158
C -0.216 2.099 1.358
C -0.644 3.117 0.590
C -1.954 3.733 0.690
C -2.258 4.850 -0.123
C -3.496 5.477 -0.037
C -4.462 4.994 0.863
C -4.175 3.885 1.673
C -2.934 3.251 1.587
H 3.412 3.865 2.120
H 1.703 3.879 2.643
H 2.787 2.575 3.187
H 2.076 2.015 -1.827
H 3.121 -0.259 -2.011
H 4.341 1.027 -1.737
H 5.499 1.254 0.419
H 6.264 0.135 2.503
H 5.181 -2.002 3.232
H 3.320 -2.983 1.862
H 2.601 -1.848 -0.230
H 0.521 -0.081 -1.831
H -0.594 -0.478 1.044
H -1.802 -1.040 -1.750
H -4.174 -1.577 -1.693
H -6.184 -2.436 -0.489
H -6.049 -2.932 1.958
H -3.910 -2.534 3.186
H -1.921 -1.675 1.986
H 1.317 0.723 1.934
H -0.841 1.621 2.113
H 0.024 3.519 -0.182
H -1.489 5.206 -0.811
H -3.711 6.342 -0.667
H -5.434 5.482 0.931
H -4.920 3.509 2.376
H -2.708 2.386 2.214
C 0.240 -5.992 -4.671
C 0.172 -4.916 -3.659
C -0.613 -3.704 -3.697
N -0.357 -2.997 -2.575
C 0.555 -3.735 -1.857
N 0.881 -4.908 -2.504
H -0.495 -5.800 -5.458
H 1.232 -6.044 -5.141
H 0.027 -6.977 -4.237
H -1.286 -3.425 -4.498
H 0.968 -3.437 -0.895
*
```



> Number 3 is which compound?

C32H32BN6O13PS